Density functional theory data (ωB97M-V/def2-TZVPD) for an isolated ion of composition C10H14NOS and charge +1.

Output
E_tot ... -917.1860 hartree
ΔE to the lowest compared entry with this formula, charge and spin ... 74.65 kcal per mole
Total charge ... +1
LUMO level (alpha / beta) ... -4.3 / -4.3 eV

```
27
C10H14NOS ωB97M-V/def2-TZVPD
C 0.628 -1.509 2.959
C 1.227 -1.027 4.100
C 0.694 -0.534 2.028
C 1.241 0.701 2.424
C 1.211 1.818 1.515
C 0.770 1.630 0.239
C 0.539 0.312 -0.262
C -1.915 0.374 0.039
C -1.052 0.506 -2.202
C 1.603 -0.614 -0.741
N -0.770 -0.013 -0.895
O 1.250 -1.954 -0.501
S 1.662 0.583 4.088
H 0.307 -2.590 2.852
H 1.220 -1.507 5.042
H 1.396 2.929 1.806
H 0.458 2.512 -0.183
H -2.022 1.405 -0.034
H -2.786 -0.066 -0.300
H -1.723 -0.054 1.006
H -0.978 -0.205 -2.998
H -2.112 0.946 -2.278
H -0.382 1.433 -2.458
H 2.588 -0.381 -0.297
H 1.562 -0.576 -1.990
H -0.647 -1.081 -0.833
H 1.685 -2.311 0.279
```



Density functional theory data (ωB97M-V/def2-TZVPD) for a 2-piece molecular cluster, C5H12O2S overall.

Output
E_tot ... -746.3047 hartree
ΔE to the lowest compared entry with this formula, charge and spin ... 53.79 kcal per mole
Total charge ... 0
LUMO level ... 0.7 eV

```
20
C5H12O2S ωB97M-V/def2-TZVPD
C 0.685 -2.591 -1.999
S -0.712 -1.466 -1.822
C -0.757 -1.079 -0.111
C 0.171 0.064 0.239
C -0.173 1.374 -0.509
C -1.589 1.858 -0.163
O -2.357 1.342 0.541
H 0.591 -3.588 -1.505
H 1.044 -2.795 -2.985
H 1.601 -2.024 -1.676
H -0.818 -1.989 0.611
H -1.803 -0.663 0.149
H 1.207 -0.035 -0.077
H 0.285 0.262 1.366
H 0.429 2.280 -0.038
H 0.118 1.147 -1.523
H -1.931 2.754 -0.629
O 1.588 1.940 3.598
H 0.979 1.327 3.863
H 1.441 1.883 2.671
```



Density functional theory data (ωB97M-V/def2-TZVPD) for a 2-piece molecular cluster, C5H14 overall.

Output
E_tot ... -198.8736 hartree
ΔE to the lowest compared entry with this formula, charge and spin ... 9.74 kcal per mole
Total charge ... 0
LUMO level ... 1.1 eV

```
19
C5H14 ωB97M-V/def2-TZVPD
C 1.077 -0.010 -1.407
C 1.345 -1.408 -0.825
C 0.193 -2.372 -0.913
H 1.784 0.733 -1.065
H 0.050 0.228 -1.122
H 1.059 -0.105 -2.490
H 2.266 -1.760 -1.288
H 1.715 -1.260 0.193
H -0.530 -2.247 -1.722
H 0.531 -3.407 -1.039
H -0.388 -2.386 0.013
C -0.978 2.110 0.805
C -1.318 1.383 2.112
H -0.060 1.785 0.326
H -1.795 2.103 0.079
H -0.775 3.163 1.033
H -0.459 0.838 2.486
H -2.033 0.569 1.934
H -1.681 2.042 2.889
```



Density functional theory data (ωB97M-V/def2-TZVPD) for ClHO3S in the gas phase.

Output
E_tot ... -1084.6489 hartree
ΔE to the lowest compared entry with this formula, charge and spin ... 9.14 kcal per mole
Total charge ... 0
LUMO level ... -0.3 eV

```
6
ClHO3S ωB97M-V/def2-TZVPD
O 0.827 0.300 -1.250
O 1.341 -0.965 0.723
O 0.249 1.200 0.938
S 0.828 0.207 0.158
Cl -1.434 -0.917 0.069
H -1.812 0.175 -0.637
```



Density functional theory data (ωB97M-V/def2-TZVPD) for C47H100F12N9NaO16S8 as an isolated structure.

Output
E_tot ... -8092.5638 hartree
Total charge ... +2
LUMO level ... -4.4 eV

```
193
C47H100F12N9NaO16S8 ωB97M-V/def2-TZVPD
Na 1.066 5.205 -3.924
C 5.564 5.871 4.338
C 4.537 6.549 5.181
C 3.129 5.965 5.056
N 1.904 6.787 5.695
C 2.105 6.570 7.218
C 0.799 6.936 7.965
C -0.445 6.207 7.370
C -0.622 6.570 5.874
C 0.597 6.198 5.140
C 1.978 8.303 5.262
H 5.340 5.655 3.294
H 5.788 4.852 4.657
H 6.560 6.305 4.423
H 4.539 7.612 4.938
H 4.779 6.453 6.240
H 3.080 4.923 5.372
H 2.982 5.979 3.976
H 2.286 5.502 7.342
H 3.026 7.092 7.479
H 0.861 6.738 9.035
H 0.699 7.995 7.727
H -0.471 5.139 7.586
H -1.323 6.415 7.982
H -1.423 6.017 5.385
H -0.976 7.573 5.635
H 0.818 5.132 5.180
H 0.603 6.495 4.091
H 1.023 8.829 5.247
H 2.247 8.461 4.218
H 2.680 8.752 5.964
C -2.022 -6.009 -0.894
C -2.396 -7.503 -0.868
C -3.949 -7.807 -0.590
N -4.455 -9.280 -0.615
C -6.001 -9.175 -0.700
C -6.793 -10.513 -0.571
C -6.301 -11.260 0.688
C -4.821 -11.387 0.921
C -4.010 -10.056 0.674
C -3.931 -10.131 -1.816
H -1.079 -5.928 -0.353
H -2.831 -5.477 -0.394
H -1.918 -5.474 -1.838
H -1.752 -7.943 -0.106
H -2.083 -7.987 -1.794
H -4.474 -7.297 -1.397
H -4.347 -7.398 0.339
H -6.343 -8.556 0.129
H -6.311 -8.596 -1.570
H -7.843 -10.226 -0.519
H -6.668 -11.099 -1.481
H -6.727 -10.814 1.586
H -6.751 -12.253 0.710
H -4.600 -11.674 1.949
H -4.495 -12.163 0.228
H -4.272 -9.462 1.550
H -2.934 -10.225 0.638
H -4.096 -11.154 -1.476
H -2.885 -9.989 -2.089
H -4.470 -9.969 -2.749
C 4.031 -9.566 -9.111
C 3.121 -8.611 -8.364
C 3.867 -7.433 -7.668
N 2.912 -6.376 -7.080
C 3.702 -5.025 -6.869
C 2.853 -3.785 -6.602
C 1.709 -3.533 -7.582
C 0.948 -4.854 -7.747
C 1.816 -6.069 -8.107
C 2.172 -6.704 -5.765
H 4.315 -9.054 -10.030
H 3.646 -10.561 -9.336
H 4.936 -9.874 -8.588
H 2.631 -9.062 -7.501
H 2.332 -8.406 -9.087
H 4.515 -6.930 -8.387
H 4.416 -7.733 -6.776
H 4.225 -4.841 -7.808
H 4.479 -5.179 -6.120
H 3.509 -2.915 -6.571
H 2.518 -3.791 -5.565
H 2.093 -3.294 -8.574
H 1.093 -2.685 -7.284
H 0.164 -4.653 -8.477
H 0.404 -5.018 -6.817
H 2.262 -5.957 -9.095
H 1.235 -6.979 -8.259
H 1.988 -5.794 -5.193
H 3.002 -7.074 -5.162
H 1.456 -7.455 -6.099
C -2.492 8.057 -1.843
C -3.640 7.109 -2.265
C -4.442 6.298 -1.200
N -5.404 5.266 -1.741
C -6.187 4.590 -0.622
C -7.297 3.624 -1.115
C -8.325 4.277 -2.009
C -7.567 5.071 -3.153
C -6.463 5.982 -2.648
C -4.749 4.153 -2.518
H -1.867 7.529 -1.123
H -2.824 8.988 -1.383
H -1.974 8.554 -2.664
H -3.330 6.430 -3.059
H -4.346 7.703 -2.846
H -5.001 6.853 -0.447
H -3.727 5.781 -0.561
H -6.624 5.380 -0.011
H -5.548 4.063 0.086
H -7.849 3.414 -0.199
H -6.946 2.672 -1.512
H -8.973 4.972 -1.475
H -9.083 3.576 -2.361
H -8.130 5.815 -3.717
H -7.164 4.432 -3.939
H -7.072 6.632 -2.020
H -5.957 6.516 -3.453
H -3.700 4.214 -2.230
H -4.814 4.306 -3.596
H -5.129 3.178 -2.215
C 6.185 -1.360 -1.185
C 5.459 -1.226 0.195
C 6.021 -2.183 1.242
N 5.337 -2.030 2.708
C 5.601 -0.626 3.306
C 5.168 -0.473 4.766
C 5.705 -1.613 5.628
C 5.376 -2.981 5.072
C 5.839 -3.199 3.635
C 3.823 -2.148 2.537
H 7.269 -1.274 -1.116
H 5.834 -0.447 -1.666
H 5.903 -2.199 -1.820
H 4.437 -1.581 0.066
H 5.361 -0.221 0.606
H 7.097 -2.045 1.346
H 5.625 -3.180 1.046
H 6.684 -0.500 3.286
H 5.206 0.115 2.611
H 5.471 0.540 5.027
H 4.081 -0.407 4.714
H 6.783 -1.539 5.771
H 5.330 -1.592 6.651
H 5.868 -3.546 5.863
H 4.358 -3.297 5.300
H 6.913 -3.369 3.568
H 5.486 -4.134 3.202
H 3.285 -2.240 3.481
H 3.748 -3.101 2.013
H 3.362 -1.409 1.882
N -1.296 5.773 -6.942
S -2.296 6.679 -7.649
O -3.730 6.567 -7.386
O -2.008 7.178 -8.975
F -2.047 8.034 -6.864
S -1.927 4.433 -7.863
O -1.626 4.413 -9.265
O -3.243 3.979 -7.447
F -0.903 3.232 -7.338
N 0.563 2.479 -1.554
S 0.448 2.520 -0.136
O 1.437 1.790 0.675
O -0.980 2.601 0.367
F 1.005 4.031 0.020
S 0.146 0.824 -1.717
O -0.843 0.321 -0.881
O 1.281 -0.007 -2.087
F -0.567 1.062 -3.146
N 3.326 7.856 -2.995
S 3.402 9.317 -3.401
O 4.608 9.753 -4.134
O 2.703 10.312 -2.595
F 2.411 9.254 -4.642
S 4.219 8.097 -1.606
O 3.392 8.444 -0.420
O 5.553 8.667 -1.743
F 4.566 6.530 -1.352
C -2.194 0.786 7.019
F -3.067 1.737 7.496
F -2.921 -0.224 6.649
F -1.366 1.235 6.078
S -1.060 0.261 8.537
O -0.592 -1.070 8.121
O 0.013 1.245 8.683
N -2.232 0.077 9.844
S -1.538 0.788 10.986
O -0.129 0.396 11.327
O -1.733 2.249 10.987
C -2.643 -0.052 12.394
F -3.941 0.268 12.244
F -2.459 -1.401 12.320
F -2.242 0.330 13.585
```



Density functional theory data (ωB97M-V/def2-TZVPD) for C5H16BN3SZr as an isolated structure.

Output
E_tot ... -832.1627 hartree
Total charge ... +4
LUMO level ... -20.2 eV

```
27
C5H16BN3SZr ωB97M-V/def2-TZVPD
N -2.150 0.165 2.720
C -1.585 -0.028 1.300
N -1.592 1.282 0.539
N -2.568 -0.960 0.597
C -0.049 -0.607 1.342
B 0.445 -1.369 -0.029
C 0.682 -0.683 -1.505
C 1.268 0.847 -1.476
C 2.818 0.989 -0.960
S 3.973 0.062 -2.117
H -3.202 0.269 2.664
H -1.746 1.025 3.166
H -1.376 2.105 1.153
H -2.465 1.424 -0.018
H -2.369 -1.949 0.891
H -2.524 -0.844 -0.443
H 0.685 0.252 1.684
H -0.026 -1.411 2.223
H 0.687 -2.539 0.062
H 1.390 -1.391 -2.152
H -0.362 -0.699 -2.063
H 1.261 1.231 -2.607
H 0.615 1.615 -0.878
H 3.096 2.148 -1.033
H 2.930 0.698 0.174
H 4.901 1.013 -2.642
Zr -2.735 -2.644 -0.593
```



Density functional theory data (ωB97M-V/def2-TZVPD) for an isolated ion of composition C4H8NO3 and charge -1.

Output
E_tot ... -437.6825 hartree
ΔE to the lowest compared entry with this formula, charge and spin ... 77.20 kcal per mole
Total charge ... -1
LUMO level ... 4.3 eV

```
16
C4H8NO3 ωB97M-V/def2-TZVPD
O 1.130 -0.703 -1.592
C 0.281 0.135 -1.141
C 0.373 0.729 0.262
C 0.716 -0.392 1.219
O 1.954 -1.007 0.848
N -0.936 1.376 0.669
C -1.938 0.290 0.343
O -1.514 -0.412 -0.740
H -0.183 0.823 -1.902
H 1.099 1.521 0.256
H -0.093 -1.144 1.177
H 0.814 0.026 2.216
H 1.791 -1.071 -0.133
H -1.134 2.125 -0.052
H -1.972 -0.357 1.309
H -2.919 0.840 0.231
```



Density functional theory data (ωB97M-V/def2-TZVPD) for C32H42F9N8O2S2Tc as an isolated structure.

Output
Expectation value of S² ... 3.799
E_tot ... -3608.8596 hartree
Multiplicity ... 4
Total charge ... +1
LUMO level (alpha / beta) ... -4.0 / -4.5 eV

```
96
C32H42F9N8O2S2Tc ωB97M-V/def2-TZVPD
Tc 0.040 0.355 -0.415
C 2.969 1.184 -0.738
N 2.491 0.054 0.095
C 3.036 0.257 1.481
C 0.741 0.642 2.722
N -0.429 -0.239 2.631
C -0.613 -1.326 3.607
C -1.603 0.619 2.706
C -1.908 1.295 3.885
C -3.054 2.061 4.002
C -3.932 2.161 2.932
C -3.631 1.526 1.743
C -2.468 0.764 1.619
S -2.213 -0.010 0.064
C 2.904 -1.223 -0.468
C 4.232 -1.476 -0.793
C 4.618 -2.712 -1.284
C 3.677 -3.721 -1.447
C 2.350 -3.474 -1.141
C 1.961 -2.226 -0.660
S 0.267 -1.957 -0.264
H 4.054 1.311 -0.682
H 2.501 2.102 -0.383
H 2.704 1.024 -1.783
H 3.412 1.279 1.487
H 3.896 -0.400 1.609
H 0.058 2.144 1.594
H 0.602 1.308 3.574
H -0.648 -0.968 4.641
H 0.175 -2.057 3.528
H -1.562 -1.808 3.373
H -1.245 1.208 4.738
H -3.266 2.573 4.931
H -4.839 2.744 3.017
H -4.288 1.618 0.888
H 4.977 -0.700 -0.664
H 5.655 -2.891 -1.533
H 3.975 -4.693 -1.814
H 1.597 -4.242 -1.264
C 0.846 -0.730 -3.218
N 0.678 -0.799 -4.646
C 0.620 0.558 -5.201
N -0.499 1.304 -4.630
C -0.339 1.401 -3.202
N -0.276 0.033 -2.550
C -1.558 -0.680 -2.931
N -1.713 -0.759 -4.360
C -0.584 -1.483 -4.942
C -1.745 0.595 -4.923
H 1.791 -0.235 -2.991
H 0.859 -1.739 -2.812
H 0.500 0.497 -6.282
H 1.554 1.078 -4.980
H -1.191 1.919 -2.774
H 0.576 1.949 -2.970
H -2.395 -0.128 -2.506
H -1.527 -1.682 -2.500
H -0.711 -1.547 -6.022
H -0.551 -2.494 -4.531
H -2.584 1.146 -4.493
H -1.879 0.535 -6.003
F -2.318 4.333 0.760
C -0.985 4.415 0.772
F -0.555 3.676 1.833
F -0.638 5.678 1.015
C -0.377 3.828 -0.551
O -0.426 2.496 -0.544
C -1.189 4.442 -1.747
F -2.345 3.776 -1.901
F -0.506 4.321 -2.898
F -1.474 5.734 -1.573
C 1.105 4.314 -0.668
F 1.724 3.640 -1.658
F 1.250 5.613 -0.905
F 1.768 4.016 0.472
C 2.412 -2.324 2.764
N 2.356 -1.121 3.553
C 3.223 -1.143 4.725
C 4.568 -0.520 4.386
C 4.287 0.945 4.058
N 2.872 1.160 3.725
C 2.605 2.569 3.458
C 2.236 0.157 2.862
O 0.707 1.417 1.522
H 2.223 -3.180 3.415
H 3.379 -2.496 2.265
H 1.628 -2.299 2.018
H 3.333 -2.178 5.047
H 2.756 -0.577 5.533
H 4.999 -1.047 3.531
H 5.270 -0.606 5.214
H 4.958 1.307 3.265
H 4.481 1.556 4.940
H 3.408 3.158 3.897
H 1.679 2.909 3.925
H 2.555 2.819 2.391
```